174
Properties=species:S:1:pos:R:3:mulliken_charge:R:1 method="wB97M-V/def2-TZVPD" fmax_ev_per_a=6.4 total_energy_ha=-6972.47855 e_homo_ev=-3.4 charge=-2 gap_ha=0.22698
O 18.51 -15.61 4.94 -0.653
V 17.65 -16.98 4.94 1.309
O 18.17 -17.88 6.16 -0.565
O 11.39 -18.20 4.11 0.119
V 12.52 -19.00 4.83 0.069
O 13.53 -19.48 3.70 -0.618
S 11.42 -20.83 6.57 0.961
O 11.60 -20.91 5.11 -0.559
O 10.04 -20.89 7.00 -0.291
O 11.96 -21.99 7.23 -0.667
O 12.09 -19.56 6.79 -0.769
S 14.35 -16.07 5.64 0.777
O 13.91 -15.74 6.99 -0.413
O 13.72 -17.32 5.25 -0.199
O 13.85 -14.95 4.86 -0.568
O 15.79 -16.24 5.60 -0.031
C 9.18 -23.57 5.53 -0.111
O 8.84 -23.38 6.93 -0.336
C 7.54 -22.95 7.17 0.498
C 7.16 -22.74 8.63 -0.749
O 8.23 -22.08 9.28 -0.021
C 8.01 -21.84 10.68 -0.977
H 10.21 -23.94 5.59 0.029
H 9.20 -22.63 4.99 -0.433
H 8.59 -24.34 5.02 0.533
H 6.90 -23.73 6.75 0.472
H 7.33 -22.11 6.50 -0.679
H 6.92 -23.72 9.04 0.415
H 6.25 -22.15 8.70 0.372
H 8.51 -22.58 11.31 0.307
H 7.00 -21.70 11.06 0.407
H 8.34 -20.85 10.99 0.160
C 10.55 -12.79 1.21 -0.908
O 11.10 -14.11 1.07 -0.147
C 12.38 -14.23 1.61 -0.897
C 13.00 -15.54 1.28 2.382
O 13.10 -15.74 -0.12 -0.367
C 14.30 -15.33 -0.74 -0.650
H 10.67 -12.50 2.25 0.279
H 9.50 -12.70 0.93 0.259
H 11.01 -12.06 0.54 0.367
H 12.58 -14.06 2.67 0.498
H 13.03 -13.48 1.17 0.331
H 12.41 -16.35 1.70 -0.452
H 13.96 -15.66 1.79 -1.328
H 14.40 -15.77 -1.73 0.253
H 15.17 -15.63 -0.16 0.083
H 14.22 -14.25 -0.84 0.334
C 8.87 -24.44 0.83 -0.764
O 9.95 -23.53 0.88 -0.446
C 9.82 -22.47 1.86 -0.118
C 11.06 -21.59 1.87 0.757
O 11.36 -21.05 0.63 -0.566
C 12.24 -19.96 0.57 -0.212
H 7.95 -23.94 0.53 0.315
H 8.80 -25.05 1.74 0.240
H 9.00 -25.19 0.05 0.290
H 9.72 -22.92 2.84 0.016
H 8.91 -21.93 1.62 0.344
H 11.85 -22.25 2.22 -0.008
H 10.90 -20.75 2.55 -0.404
H 13.25 -20.33 0.76 0.198
H 12.00 -19.21 1.31 -0.086
H 12.27 -19.47 -0.41 0.368
C 8.09 -19.81 4.32 1.416
O 7.62 -19.55 3.05 -0.551
C 8.24 -18.51 2.33 0.698
C 7.76 -18.38 0.92 -0.845
O 7.89 -17.01 0.47 -0.437
C 9.08 -16.65 -0.25 -0.453
H 8.18 -18.92 4.94 -0.535
H 9.05 -20.34 4.31 -0.640
H 7.37 -20.53 4.73 -0.168
H 9.33 -18.61 2.31 -0.258
H 8.08 -17.59 2.89 0.274
H 6.70 -18.63 0.91 0.263
H 8.19 -19.16 0.30 0.356
H 10.03 -16.94 0.20 0.192
H 9.08 -15.56 -0.28 0.107
H 8.93 -17.02 -1.27 0.357
C 11.09 -18.37 10.50 0.075
O 10.64 -17.00 10.34 -0.447
C 11.52 -16.14 9.67 0.054
C 12.82 -15.89 10.39 0.565
O 12.73 -15.26 11.65 -0.456
C 13.97 -15.06 12.31 -0.753
H 10.28 -19.09 10.54 -0.379
H 11.64 -18.50 11.43 0.357
H 11.60 -18.69 9.59 0.125
H 11.00 -15.19 9.53 0.320
H 11.74 -16.65 8.73 0.048
H 13.39 -15.18 9.80 0.507
H 13.42 -16.79 10.40 -0.716
H 13.67 -14.58 13.25 0.291
H 14.71 -14.50 11.73 0.309
H 14.49 -16.00 12.52 0.232
C 6.77 -15.46 5.91 -0.519
O 7.99 -14.90 5.44 -0.413
C 9.03 -15.65 6.03 0.204
C 10.42 -15.30 5.39 0.119
O 10.95 -14.05 5.80 -0.211
C 10.13 -12.90 5.67 -0.790
H 5.92 -15.23 5.27 0.399
H 6.35 -15.29 6.91 0.298
H 6.78 -16.54 5.75 -0.021
H 8.96 -16.74 5.94 -0.215
H 9.12 -15.45 7.10 0.402
H 10.34 -15.51 4.32 0.027
H 11.16 -16.03 5.73 -0.382
H 10.45 -11.89 5.96 0.255
H 9.32 -13.00 6.39 0.283
H 9.79 -12.76 4.64 0.254
C 15.09 -22.26 7.93 -0.251
O 15.97 -21.19 7.67 -0.500
C 15.30 -19.87 7.63 0.074
C 14.54 -19.39 8.88 0.229
O 15.47 -19.54 10.02 -0.439
C 14.98 -19.08 11.28 -0.520
H 14.60 -21.99 8.87 0.307
H 15.67 -23.18 7.97 0.210
H 14.36 -22.41 7.15 -0.062
H 14.80 -19.89 6.66 -0.178
H 16.05 -19.10 7.45 0.071
H 13.66 -20.00 9.08 0.152
H 14.20 -18.35 8.79 0.191
H 14.84 -18.00 11.27 0.007
H 15.56 -19.32 12.17 0.380
H 14.05 -19.57 11.57 0.228
C 7.96 -17.96 8.55 -0.408
O 6.81 -17.99 7.77 -0.410
C 6.23 -19.24 7.56 0.725
C 5.09 -19.20 6.57 -0.914
O 4.57 -20.48 6.29 -0.149
C 3.31 -20.50 5.65 -0.872
H 7.90 -18.62 9.41 0.398
H 8.21 -16.94 8.84 0.252
H 8.74 -18.43 7.95 0.080
H 5.85 -19.54 8.55 0.418
H 6.96 -19.99 7.26 -0.527
H 5.45 -18.82 5.61 0.107
H 4.40 -18.44 6.95 0.483
H 3.08 -21.55 5.45 0.224
H 3.35 -20.04 4.66 0.295
H 2.57 -20.05 6.31 0.332
C 17.10 -20.40 4.67 -0.884
O 16.92 -19.06 4.17 0.323
C 16.61 -18.89 2.79 -0.344
C 16.13 -17.48 2.43 0.540
O 17.06 -16.51 2.87 -0.562
C 16.78 -15.20 2.40 -0.624
H 16.14 -20.92 4.70 0.142
H 17.57 -20.33 5.65 0.328
H 17.76 -21.05 4.10 0.296
H 15.79 -19.56 2.55 0.237
H 17.46 -19.21 2.17 0.501
H 15.12 -17.34 2.80 -0.365
H 16.05 -17.43 1.34 0.351
H 16.78 -15.17 1.31 0.353
H 17.45 -14.42 2.75 0.306
H 15.84 -14.83 2.80 0.143
C 13.91 -26.72 8.08 -1.348
C 13.15 -26.10 6.92 -0.021
O 13.90 -25.17 6.21 -0.167
C 13.51 -24.86 4.89 0.457
O 12.52 -25.34 4.32 -0.648
C 14.52 -23.89 4.19 0.947
F 13.94 -22.68 4.03 -0.269
F 15.66 -23.73 4.80 -0.259
F 14.76 -24.31 2.96 -0.277
H 13.28 -27.48 8.55 0.375
H 14.33 -26.05 8.83 0.320
H 14.82 -27.19 7.70 0.329
H 12.19 -25.71 7.25 0.203
H 13.00 -27.01 6.33 0.334